A | This record from the OMol25 dataset describes a molecular structure, C5H14N3O. The level of theory is ωB97M-V/def2-TZVPD.

The geometry in ORCA input format:
```
! wB97M-V def2-TZVPD RIJCOSX def2/J DEFGRID3
* xyz 1 1
C 0.625 -0.909 -1.122
C -0.974 -1.037 0.719
C 0.642 0.536 -0.742
C -1.125 0.428 0.076
C 1.817 0.815 0.111
N -2.183 0.446 -0.883
N -1.373 1.406 1.025
N 0.272 -1.574 0.178
O 2.321 -0.394 0.678
H -0.083 -1.147 -1.840
H 1.588 -1.250 -1.381
H -1.090 -1.234 1.728
H -1.806 -1.447 0.117
H 0.480 1.303 -1.528
H 1.543 1.611 0.897
H 2.691 1.199 -0.392
H -3.049 0.453 -0.310
H -2.202 0.954 -1.760
H -1.535 2.360 0.581
H -1.024 1.374 1.954
H 0.358 -2.558 0.128
H 0.922 -1.125 0.843
H 3.186 -0.210 0.923
*
```

Results
LUMO energy: -0.101 Ha
HOMO level: -12.3 eV

---

B | This record from the OMol25 dataset describes 2 unconnected molecules or ions with the total composition C5H14N3O. The level of theory is ωB97M-V/def2-TZVPD.

The geometry in ORCA input format:
```
! wB97M-V def2-TZVPD RIJCOSX def2/J DEFGRID3
* xyz 1 1
C 1.113 -0.626 -0.141
C -1.916 0.742 -1.419
C -1.426 1.748 0.781
C -2.643 -1.703 0.197
C -1.504 0.401 0.076
N 0.064 -0.090 -0.031
N 2.297 -1.143 -0.063
N 4.493 0.282 0.182
O -2.005 -0.592 0.813
H -2.531 1.528 -1.371
H -2.301 -0.191 -1.834
H -0.982 1.077 -1.856
H -0.941 2.401 0.211
H -0.975 1.571 1.684
H -2.329 2.236 1.067
H -3.294 -1.560 -0.736
H -3.141 -2.339 0.838
H -1.877 -2.320 -0.094
H 2.246 -2.035 0.436
H 3.095 -0.549 -0.069
H 5.043 -0.490 0.486
H 5.209 0.897 -0.240
H 4.306 0.755 1.085
*
```

Results
LUMO energy: -0.103 Ha
HOMO level: -14.5 eV

---

From most stable to least stable, the computed energies give A, B.

---

A | This record from the OMol25 dataset describes 2 unconnected molecules or ions with the total composition CH5N3. The level of theory is ωB97M-V/def2-TZVPD.

The geometry in ORCA input format:
```
! wB97M-V def2-TZVPD RIJCOSX def2/J DEFGRID3
* xyz 0 1
C -0.693 0.039 0.089
N 1.317 -1.710 -0.860
N 1.701 -0.624 -1.047
N 0.462 0.930 0.051
H -1.404 0.250 0.830
H -1.274 -0.130 -0.909
H -0.254 -0.975 0.345
H 1.595 -2.516 -1.439
H 0.461 1.508 -0.773
*
```

Results
LUMO energy (alpha / beta): 0.013 / 0.015 Ha
HOMO level (alpha / beta): -8.4 / -9.2 eV

---

B | This record from the OMol25 dataset describes 2 unconnected molecules or ions with the total composition CH5N3. The level of theory is ωB97M-V/def2-TZVPD.

The geometry in ORCA input format:
```
! wB97M-V def2-TZVPD RIJCOSX def2/J DEFGRID3
* xyz 0 1
C 0.036 -0.051 0.411
H -0.988 -0.090 0.003
H 0.096 0.777 1.148
H 0.735 0.171 -0.419
H 0.273 -2.085 0.479
H 1.213 -1.272 1.526
N 0.279 -1.298 1.135
N -0.443 2.302 -2.294
N -1.201 1.546 -1.988
*
```

Results
LUMO energy: 0.047 Ha
HOMO level: -9.4 eV
SMILES: N#N.CN

---

From most stable to least stable, the computed energies give B, A.

---

A | This record from the OMol25 dataset describes CH5N3 in the gas phase. The level of theory is ωB97M-V/def2-TZVPD.

The geometry in ORCA input format:
```
! wB97M-V def2-TZVPD RIJCOSX def2/J DEFGRID3
* xyz 0 1
C -0.318 -0.973 0.508
N 0.920 0.682 -1.049
N 0.515 1.525 -0.007
N 0.855 0.192 0.227
H -1.358 -0.754 0.203
H 0.201 -1.951 0.273
H -0.309 -0.879 1.524
H 0.034 0.392 -1.715
H -0.540 1.764 0.036
*
```

Results
LUMO energy: 0.034 Ha
HOMO level: -9.1 eV
SMILES: Cn1[nH][nH]1

---

B | This record from the OMol25 dataset describes CH5N3 in the gas phase. The level of theory is ωB97M-V/def2-TZVPD.

The geometry in ORCA input format:
```
! wB97M-V def2-TZVPD RIJCOSX def2/J DEFGRID3
* xyz 0 1
C -0.604 -1.505 0.184
N 0.084 -0.174 0.440
N 0.145 0.734 -0.651
N 0.759 1.850 -0.235
H -0.954 -1.858 1.219
H 0.196 -2.178 -0.216
H -1.432 -1.478 -0.422
H 0.816 2.196 0.694
H 0.991 2.413 -1.012
*
```

Results
LUMO energy: 0.033 Ha
HOMO level: -8.8 eV
SMILES: C/N=N/N

---

From most stable to least stable, the computed energies give B, A.

---

A | This record from the OMol25 dataset describes a molecular structure, CH5N3. The level of theory is ωB97M-V/def2-TZVPD.

The geometry in ORCA input format:
```
! wB97M-V def2-TZVPD RIJCOSX def2/J DEFGRID3
* xyz 0 1
C 1.648 -0.170 0.024
N 0.592 0.762 0.183
N -0.885 -0.326 -0.195
N -2.009 0.190 -0.049
H 1.823 -0.661 1.014
H 2.433 0.414 -0.425
H 1.305 -1.026 -0.669
H -2.120 1.210 -0.112
H -2.788 -0.392 0.229
*
```

Results
LUMO energy (alpha / beta): 0.028 / 0.012 Ha
HOMO level (alpha / beta): -9.0 / -7.3 eV

---

B | This record from the OMol25 dataset describes a molecular structure, CH5N3. The level of theory is ωB97M-V/def2-TZVPD.

The geometry in ORCA input format:
```
! wB97M-V def2-TZVPD RIJCOSX def2/J DEFGRID3
* xyz 0 1
N -0.449 -0.284 1.872
N 0.403 0.128 -1.639
C 0.470 0.073 -0.272
N -0.566 -0.122 0.448
H -1.322 -0.726 2.162
H -0.804 0.801 1.437
H -0.391 -0.343 -2.050
H 1.269 0.018 -2.141
H 1.390 0.455 0.182
*
```

Results
LUMO energy: 0.042 Ha
HOMO level: -8.2 eV

---

From most stable to least stable, the computed energies give B, A.

---

A | This record from the OMol25 dataset describes 2 unconnected molecules or ions with the total composition C5H10N2. The level of theory is ωB97M-V/def2-TZVPD.

The geometry in ORCA input format:
```
! wB97M-V def2-TZVPD RIJCOSX def2/J DEFGRID3
* xyz 0 1
C -1.821 0.259 0.812
C -1.560 -0.284 -0.386
C -1.861 -1.138 -1.330
H 0.091 0.253 -0.792
H -2.324 1.213 0.895
H 0.044 1.042 1.155
H -1.664 -0.297 1.726
H -1.120 -1.458 -2.049
H -2.808 -1.661 -1.355
C 1.237 0.643 -0.410
C 1.950 -0.640 -0.137
N 0.962 1.386 0.762
N 2.191 -1.151 0.990
H 0.814 2.366 0.546
H 1.992 -0.501 1.752
H 1.768 1.232 -1.165
H 2.110 -1.266 -1.015
*
```

Results
LUMO energy: 0.018 Ha
HOMO level: -9.3 eV
SMILES: [H]/N=C\CN.C=C=C

---

B | This record from the OMol25 dataset describes 2 unconnected molecules or ions with the total composition C5H10N2. The level of theory is ωB97M-V/def2-TZVPD.

The geometry in ORCA input format:
```
! wB97M-V def2-TZVPD RIJCOSX def2/J DEFGRID3
* xyz 0 1
N -0.909 0.200 -3.452
C -0.062 -0.070 -2.422
N 0.867 0.760 -2.077
H -1.041 1.210 -3.680
H -1.777 -0.296 -3.334
H -0.252 -1.093 -1.975
H 1.537 0.391 -1.364
C 1.872 -0.739 1.384
C 0.588 -0.678 1.838
C -0.243 0.514 1.927
C -1.573 0.513 2.249
H 2.389 0.150 1.018
H 2.432 -1.693 1.302
H 0.149 -1.637 2.124
H 0.230 1.470 1.666
H -2.169 1.421 2.225
H -2.037 -0.422 2.568
*
```

Results
LUMO energy: 0.027 Ha
HOMO level: -8.9 eV
SMILES: [H]/N=C/N.C=CC=C

---

From most stable to least stable, the computed energies give B, A.

---

A | This record from the OMol25 dataset describes 3 unconnected molecules or ions with the total composition C4H15NO3. The level of theory is ωB97M-V/def2-TZVPD.

The geometry in ORCA input format:
```
! wB97M-V def2-TZVPD RIJCOSX def2/J DEFGRID3
* xyz 0 1
C -0.526 0.270 0.720
N -0.552 0.163 -0.742
C -1.405 1.138 -1.417
O -2.259 0.493 -2.259
C 0.428 -0.838 1.279
C 1.818 -0.637 0.586
H -1.606 0.081 1.062
H -0.096 1.254 1.099
H 0.278 0.083 -1.131
H -1.942 1.821 -0.789
H -0.825 2.038 -1.934
H -1.771 -0.062 -2.942
H 0.581 -0.593 2.381
H -0.022 -1.757 0.993
H 2.102 0.384 0.242
H 1.978 -1.278 -0.210
H 2.606 -0.837 1.423
H 2.044 0.653 3.131
H 2.601 1.828 2.737
O 1.854 1.395 2.515
H -2.470 -2.047 -2.461
H -1.313 -1.518 -1.762
O -1.501 -2.036 -2.519
*
```

Results
LUMO energy: 0.018 Ha
HOMO level: -9.2 eV
SMILES: CCCNCO.O.O

---

B | This record from the OMol25 dataset describes 3 unconnected molecules or ions with the total composition C4H15NO3. The level of theory is ωB97M-V/def2-TZVPD.

The geometry in ORCA input format:
```
! wB97M-V def2-TZVPD RIJCOSX def2/J DEFGRID3
* xyz 0 1
C 0.284 -0.837 -2.554
C 0.039 -0.725 -1.041
C 1.324 -0.176 -0.389
C 1.395 0.251 1.069
O 1.182 -0.830 1.935
N -1.109 0.124 -0.685
H 0.723 -1.785 -2.834
H 0.883 -0.003 -2.916
H -0.725 -0.736 -3.017
H -0.139 -1.728 -0.575
H 2.065 -0.984 -0.419
H 1.790 0.583 -1.043
H 2.403 0.728 1.265
H 0.635 1.014 1.290
H 0.238 -1.063 1.974
H -1.828 0.224 -1.390
H -0.859 1.081 -0.420
H -1.565 3.413 -0.478
H -0.155 3.838 0.055
O -0.778 3.105 -0.007
H -1.934 -0.763 2.054
H -1.810 -1.369 0.658
O -1.701 -1.585 1.601
*
```

Results
LUMO energy: 0.013 Ha
HOMO level: -9.3 eV
SMILES: C[C@H](N)CCO.O.O

---

C | This record from the OMol25 dataset describes 4 unconnected molecules or ions with the total composition C4H15NO3. The level of theory is ωB97M-V/def2-TZVPD.

The geometry in ORCA input format:
```
! wB97M-V def2-TZVPD RIJCOSX def2/J DEFGRID3
* xyz 0 1
C 0.035 -1.221 -0.028
C 0.318 0.077 0.619
C -0.309 0.432 1.770
C 1.338 0.957 -1.406
N 1.318 0.859 0.044
H -0.167 -1.094 -1.097
H 0.980 -1.769 -0.093
H -0.813 -1.713 0.434
H -0.725 -0.322 2.423
H -0.272 1.447 2.151
H 1.800 0.076 -1.849
H 0.491 1.279 -2.033
H 1.997 1.785 -1.729
H 1.585 1.729 0.477
H -3.308 -0.418 -0.313
H -4.030 -1.642 -0.793
O -3.470 -1.345 -0.063
H -1.556 1.134 0.082
H -2.821 1.952 -0.226
O -2.240 1.289 -0.606
H 4.276 -1.150 0.518
H 3.109 -0.238 0.538
O 3.463 -1.001 0.046
*
```

Results
LUMO energy: 0.026 Ha
HOMO level: -8.4 eV
SMILES: C=C(C)NC.O.O.O

---

From most stable to least stable, the computed energies give B, C, A.